This record from the Open Molecules 2025 dataset describes a structure of composition C56H146KN6O36Y. The level of theory is ωB97M-V/def2-TZVPD.

Structure (ORCA input):
```
! wB97M-V def2-TZVPD RIJCOSX def2/J DEFGRID3
* xyz 2 1
K -3.698 2.013 -0.196
Y 3.584 -3.939 -0.273
C -0.145 -1.976 1.842
C 0.799 -2.396 0.968
C 1.157 -1.543 -0.277
O 2.124 -1.882 -1.077
C 0.572 -0.362 -0.615
C -0.481 0.169 0.263
C -0.792 -0.701 1.618
O -1.541 -0.234 2.490
O -1.131 1.096 -0.107
O 1.449 -3.572 1.172
H -0.448 -2.569 2.692
H 0.870 0.172 -1.505
C 3.634 5.112 -3.724
C 2.268 4.516 -3.275
O 2.226 3.065 -2.942
O 4.424 5.267 -2.601
H 3.374 6.090 -4.130
H 4.078 4.500 -4.509
H 1.618 4.462 -4.148
H 1.693 5.091 -2.549
H 1.307 2.838 -2.785
H 4.739 4.416 -2.288
C 0.872 -5.153 4.464
C -0.243 -5.919 3.662
O 0.176 -7.175 3.202
O 1.214 -5.583 5.745
H 0.561 -4.125 4.654
H 1.789 -5.053 3.884
H -0.708 -5.398 2.826
H -1.017 -6.048 4.419
H 0.428 -7.711 3.958
H 1.894 -6.237 5.570
C 1.309 -0.713 5.519
C 2.576 -1.698 5.476
O 2.611 -2.324 4.212
O 1.368 0.165 4.456
H 1.295 -0.079 6.405
H 0.387 -1.248 5.747
H 2.448 -2.558 6.134
H 3.522 -1.249 5.780
H 2.142 -1.746 3.605
H 0.495 0.540 4.315
C 5.265 -1.441 1.404
C 5.151 -0.859 0.002
O 4.936 -1.925 -0.965
O 4.116 -2.277 1.593
H 5.320 -0.577 2.066
H 6.204 -1.908 1.703
H 6.050 -0.294 -0.243
H 4.407 -0.065 0.057
H 4.875 -1.485 -1.816
H 4.134 -2.544 2.515
C 4.022 -6.444 1.974
C 3.011 -6.819 0.986
O 3.311 -6.395 -0.320
O 4.216 -4.955 1.924
H 4.917 -7.065 2.004
H 3.561 -6.608 2.948
H 2.023 -6.439 1.245
H 3.018 -7.904 1.085
H 3.303 -7.221 -0.808
H 4.856 -4.716 2.599
C -2.330 2.210 -3.758
C -1.497 3.202 -2.882
O -0.354 2.616 -2.337
O -3.249 1.425 -2.950
H -1.731 1.523 -4.356
H -2.868 2.693 -4.574
H -2.120 3.694 -2.135
H -1.160 3.914 -3.635
H -0.612 1.897 -1.755
H -3.381 0.656 -3.510
C 3.063 -4.438 -3.519
C 1.924 -5.271 -2.758
O 1.708 -4.694 -1.493
O 4.141 -4.163 -2.673
H 2.587 -3.544 -3.922
H 3.298 -4.951 -4.451
H 2.308 -6.291 -2.757
H 0.992 -5.305 -3.323
H 0.760 -4.714 -1.341
H 4.894 -3.964 -3.234
C -1.449 3.655 3.183
C -1.485 3.230 4.599
O -0.494 2.258 4.806
O -2.177 2.737 2.424
H -0.456 3.802 2.759
H -1.949 4.619 3.094
H -2.395 2.705 4.889
H -1.249 4.028 5.302
H 0.109 2.734 5.381
H -1.865 1.852 2.627
C -2.850 -6.328 -0.058
C -1.557 -5.563 0.106
O -0.941 -5.306 -1.168
O -3.926 -5.598 -0.657
H -3.142 -6.541 0.970
H -2.817 -7.339 -0.464
H -0.989 -6.198 0.787
H -1.700 -4.621 0.636
H -1.575 -4.732 -1.603
H -4.087 -4.752 -0.232
C 6.726 2.636 -1.976
C 7.443 3.925 -1.523
O 8.833 3.693 -1.490
O 5.344 2.822 -2.092
H 6.890 1.748 -1.365
H 7.043 2.350 -2.978
H 7.065 4.244 -0.552
H 7.308 4.745 -2.229
H 9.187 4.511 -1.133
H 4.936 2.007 -2.393
C 6.225 -0.676 -3.881
C 6.101 -0.884 -5.368
O 5.347 -2.052 -5.733
O 4.999 -0.619 -3.152
H 6.846 0.187 -3.645
H 6.723 -1.594 -3.569
H 7.119 -0.829 -5.753
H 5.521 -0.052 -5.768
H 4.690 -1.801 -6.386
H 4.379 -0.081 -3.650
C -6.967 1.787 3.801
C -5.599 1.404 4.321
O -5.307 0.149 3.845
O -7.256 2.960 4.585
H -7.694 1.001 4.006
H -6.909 1.963 2.727
H -5.601 1.380 5.410
H -4.842 2.124 4.012
H -4.413 -0.038 4.141
H -7.949 3.492 4.186
C -0.988 6.541 -0.787
C -0.640 7.197 0.543
O -0.726 8.599 0.541
O -2.366 6.278 -1.000
H -0.414 5.616 -0.840
H -0.548 7.129 -1.593
H 0.378 6.902 0.799
H -1.211 6.753 1.358
H -1.131 8.843 1.376
H -2.665 7.189 -0.957
C -5.723 6.266 -1.607
C -5.485 4.956 -0.851
C -6.669 3.956 -0.944
O -6.448 2.786 -0.123
C -7.389 1.770 -0.321
N -4.333 4.408 -1.385
H -4.859 6.929 -1.556
H -6.582 6.824 -1.236
H -5.896 6.071 -2.665
H -5.340 5.315 0.168
H -6.763 3.602 -1.971
H -7.552 4.488 -0.590
H -7.339 1.060 0.505
H -7.197 1.391 -1.324
H -8.445 2.024 -0.409
H -4.440 4.638 -2.362
H -3.546 4.977 -1.108
C -0.921 -3.497 -4.417
C -1.722 -2.270 -3.865
C -3.228 -2.375 -4.102
O -3.681 -1.033 -3.990
C -5.145 -0.972 -4.148
N -1.462 -2.098 -2.424
H 0.149 -3.601 -4.237
H -0.950 -3.534 -5.506
H -1.379 -4.441 -4.122
H -1.327 -1.376 -4.349
H -3.827 -3.127 -3.589
H -3.219 -2.682 -5.148
H -5.568 -1.533 -4.981
H -5.546 0.038 -4.240
H -5.663 -1.348 -3.266
H -0.550 -1.665 -2.424
H -2.000 -1.311 -2.089
C -4.160 -2.396 -0.375
C -4.489 -2.043 1.090
C -3.642 -2.881 2.076
O -3.794 -4.314 1.935
C -5.032 -4.816 2.293
N -4.283 -0.572 1.299
H -3.229 -2.959 -0.425
H -4.061 -1.526 -1.024
H -4.844 -3.125 -0.809
H -5.535 -2.286 1.273
H -3.757 -2.555 3.109
H -2.600 -2.641 1.865
H -5.216 -4.767 3.366
H -5.145 -5.870 2.038
H -5.790 -4.336 1.675
H -3.284 -0.464 1.396
H -4.671 -0.340 2.202
C 1.700 -0.036 -5.061
C 2.721 0.851 -5.867
C 2.008 1.981 -6.565
O 2.962 2.838 -7.151
C 2.330 4.075 -7.529
N 3.687 1.332 -4.878
H 1.456 0.486 -4.136
H 2.185 -0.986 -4.836
H 0.775 -0.370 -5.531
H 3.240 0.400 -6.713
H 1.502 2.577 -5.806
H 1.314 1.481 -7.240
H 3.100 4.649 -8.045
H 2.076 4.623 -6.621
H 1.490 3.785 -8.158
H 3.121 1.933 -4.296
H 4.256 2.031 -5.334
C -3.860 -0.441 7.137
C -2.702 -0.828 6.204
C -2.607 -2.374 6.006
O -2.328 -3.044 7.216
C -2.028 -4.412 7.021
N -2.994 -0.171 4.931
H -4.749 -0.822 6.635
H -4.043 0.617 7.325
H -3.847 -0.985 8.081
H -1.833 -0.447 6.740
H -1.845 -2.636 5.273
H -3.513 -2.702 5.497
H -1.547 -4.797 7.921
H -1.400 -4.524 6.137
H -2.927 -5.021 6.925
H -2.283 -0.511 4.299
H -2.758 0.799 5.085
C 3.268 2.261 0.697
C 2.827 3.776 0.935
C 4.055 4.683 0.743
O 5.115 4.313 1.653
C 5.809 5.396 2.249
N 1.743 4.084 -0.023
H 3.528 2.120 -0.353
H 2.405 1.604 0.811
H 4.131 2.089 1.339
H 2.460 3.888 1.956
H 3.786 5.735 0.840
H 4.258 4.493 -0.311
H 6.279 5.107 3.189
H 5.057 6.157 2.455
H 6.463 5.923 1.553
H 2.034 3.668 -0.896
H 0.950 3.545 0.294
*
```

Calculated values
Electronic energy   -5896.10334 Ha